No. 1
44
Properties=species:S:1:pos:R:3:forces:R:3 method="wB97M-V/def2-TZVPD" e_above_lowest_kcal_mol=0.0 e_homo_ev=-5.95 total_charge=-1 gap_ev=8.01
C -2.593199 -3.559399 -2.837571 0.3552 -0.2415 -0.1429
C -1.391640 -2.613157 -3.048450 -0.3136 0.1457 -0.5241
N -1.226661 -1.545302 -2.054287 0.1196 -0.0409 0.6954
C -0.566530 -1.991455 -0.806341 -0.2294 -0.4245 -0.1349
C 0.334497 -0.928859 -0.182511 -0.3338 0.2821 -0.4003
C -0.268878 -0.042494 0.940983 0.2258 0.2134 0.3781
C 0.888510 0.412441 1.739496 0.0553 -0.0704 -0.1839
N 1.844638 0.709709 2.298865 -0.0430 -0.1029 0.1442
C -0.976880 1.217120 0.358713 0.1249 -0.0408 0.1611
C -1.174087 2.264213 1.363593 -0.0481 -0.2158 0.1565
N -1.379245 3.005811 2.213935 -0.0829 0.1117 -0.0472
C -1.266099 -0.738079 1.890374 -0.0623 0.0430 -0.2018
C -0.740009 -1.903344 2.670588 0.0584 -0.2002 0.0969
N 0.149729 -2.688899 2.230009 -0.0418 0.0984 0.0135
C -2.424854 -0.821500 -1.830887 -0.0048 -0.0558 -0.4854
C -2.681204 0.274772 -2.830798 0.0243 -0.2411 0.0205
O -3.161618 -1.020911 -0.891776 0.1985 0.2032 0.2865
H -2.282005 -4.590137 -3.020397 -0.0370 0.0076 0.0191
H -2.981270 -3.513028 -1.822030 -0.0488 0.0863 0.0097
H -3.390232 -3.350868 -3.550429 -0.1379 0.1327 0.1778
H -0.476005 -3.198554 -3.077555 0.1383 0.1803 0.1248
H -1.479289 -2.142606 -4.032033 0.0278 -0.0450 0.0092
H -1.302698 -2.381524 -0.101992 0.0675 -0.0003 0.0671
H 0.060938 -2.839457 -1.077089 0.0348 0.0334 -0.0184
H 0.649159 -0.262748 -0.991455 0.0813 0.0048 0.0588
H 1.240870 -1.391953 0.190830 -0.1184 -0.1399 0.1679
H -1.973213 0.927918 0.020579 0.0967 0.0302 -0.2456
H -0.378672 1.621615 -0.457652 -0.0901 0.0189 -0.0528
H -1.653842 0.012136 2.582566 0.0719 -0.0115 0.0672
H -2.129439 -1.069727 1.300873 0.0196 -0.0104 0.0323
H -1.192612 -2.056671 3.655702 -0.0502 0.0955 -0.0026
H 0.356252 -3.406427 2.922144 0.0262 -0.0244 -0.0422
H -3.714361 0.605400 -2.773413 -0.0069 -0.0043 -0.1022
H -2.399867 -0.046748 -3.832981 -0.0915 0.0619 -0.0411
H -2.017256 1.101724 -2.569442 -0.0137 0.0248 -0.0094
B 3.650787 3.619292 2.128958 -0.1849 -0.0389 0.1106
O 4.692654 2.911697 1.308585 0.0718 0.1159 0.0070
C 5.688033 3.725719 1.042277 0.0164 -0.2853 -0.1215
O 6.675282 3.462009 0.404786 -0.0040 0.0440 0.0156
C 5.375406 5.095619 1.684580 -0.1141 0.2527 0.1491
O 6.081822 6.069514 1.629786 0.0185 -0.0407 -0.0245
O 4.214551 5.006560 2.290847 0.1316 -0.0220 -0.1374
F 3.508195 3.027008 3.368007 0.0377 0.0642 -0.0506
F 2.449044 3.670984 1.432411 0.0555 0.0063 -0.0002



No. 2
92
Properties=species:S:1:pos:R:3:forces:R:3 method="wB97M-V/def2-TZVPD" e_homo_ev=-2.91 total_charge=-1 gap_ev=4.48
C 3.384990 -1.656425 -0.057241 0.1043 -0.6033 0.4734
C 1.916138 -1.979025 -0.302819 0.6264 0.0933 -0.4662
C 1.089516 -0.809937 -0.816360 -0.7685 -0.8769 0.7287
F 1.695816 -0.328314 -1.953518 -0.0036 0.1643 -0.1667
C 0.874228 0.299476 0.226696 0.3676 2.1131 -1.0575
C 0.618837 -0.166065 1.662568 0.4712 -0.6272 -0.5164
C -0.711531 -0.898079 1.933091 -0.0606 -0.1286 0.8714
N -0.440750 -2.085854 2.818664 -0.2351 0.0606 -0.0111
N -1.565846 0.006597 2.699909 -0.0731 0.0482 -0.4181
N -1.438061 -1.262457 0.732973 -0.3226 -0.1849 -0.0959
O 2.092794 1.034963 0.178438 0.7871 -0.2913 0.5462
B 1.943794 2.411980 -0.248253 -1.0007 -0.7285 0.9136
I 2.287819 2.895541 -2.432024 0.5135 -0.0746 -1.0230
P 3.160414 3.614576 0.751621 -0.0235 1.4403 -1.6686
N 3.497568 4.942393 -0.072553 -0.2307 -0.2081 0.2433
O 0.522632 2.671470 -0.089808 0.5507 0.2415 -0.1128
C -0.166921 1.454998 -0.109268 -1.1431 -0.5732 0.5959
C -1.127791 1.249593 -1.308206 1.0100 0.5238 0.2180
C -2.510889 1.789068 -0.998312 0.1713 0.1868 -0.2129
N -2.482466 3.207970 -0.592543 -0.5149 -0.0793 -0.1300
H 3.919826 -1.429618 -0.970467 -0.0435 0.3282 -0.1925
H 3.858015 -2.540938 0.374154 0.0577 -0.1438 0.0013
H 3.512066 -0.858737 0.659646 0.0373 0.3754 -0.0206
H 1.889849 -2.746205 -1.077044 -0.1549 -0.1965 -0.0950
H 1.503858 -2.433583 0.593610 -0.2801 0.0419 0.0758
H 0.135009 -1.223858 -1.137742 -0.1745 0.1096 -0.0272
H 1.452367 -0.783506 1.984771 0.0681 -0.1507 0.0532
H 0.649107 0.720687 2.280721 -0.0066 0.2802 0.0968
H -1.319875 -2.232188 3.307779 0.0229 -0.1724 0.0429
H -0.310798 -2.926001 2.259055 0.2847 0.0848 -0.0729
H -2.523197 -0.329616 2.718402 0.0345 -0.0019 0.1627
H -1.202982 0.087308 3.640925 -0.0438 0.0821 0.0211
H -1.173707 -2.192371 0.427922 0.2427 0.0979 -0.0919
H -2.434435 -1.325968 0.922876 -0.0452 0.2446 -0.1033
H 4.379940 2.905527 0.997346 -0.3795 -0.3112 0.5328
H 2.568702 3.947571 1.995471 0.1804 -0.6716 0.2102
H 3.236622 5.765462 0.454648 0.2257 0.0412 0.0394
H -0.822391 1.563394 0.758101 -0.2142 -0.5982 0.1713
H -1.168952 0.193348 -1.547717 -0.2728 -0.2237 -0.0146
H -0.679082 1.753712 -2.162638 -0.0338 0.1633 -0.1492
H -3.089504 1.775585 -1.929405 -0.2239 -0.1568 -0.0211
H -3.025371 1.149744 -0.276283 0.1838 0.0702 -0.0782
H -3.456403 3.469971 -0.466897 0.0600 0.1993 0.0341
H -2.070354 3.304694 0.330052 0.3334 0.0078 -0.1512
C -0.830102 5.303978 -4.397501 0.0364 -0.2995 0.2640
O -0.330378 6.113433 -3.648192 -0.0439 0.3128 -0.1197
N -1.643300 4.297441 -3.954277 -0.2354 0.2023 0.0738
N -0.613087 5.332029 -5.757128 -0.1175 0.0880 -0.1959
H -2.061247 3.616220 -4.556605 0.1235 -0.0425 -0.0247
H -1.802927 4.239176 -2.959140 0.1505 -0.1323 0.0986
H -0.009720 6.051299 -6.106696 0.0508 -0.0356 0.0571
H -1.013722 4.675171 -6.397472 0.0494 -0.0651 0.0499
C 4.897922 5.861791 3.689455 -0.0025 -0.0513 -0.0857
O 4.272441 5.634262 2.678693 0.0645 0.2192 0.4235
N 6.227510 5.547933 3.812353 0.1402 -0.0040 0.0412
N 4.332588 6.450094 4.795964 -0.0198 0.0762 0.1027
H 6.768539 5.723059 4.636522 -0.0352 -0.0023 0.0109
H 6.665610 5.116357 3.019374 -0.0640 -0.0005 -0.0242
H 3.360944 6.689623 4.736364 0.0063 -0.0287 -0.0375
H 4.833473 6.645291 5.640896 0.0207 -0.0206 -0.0200
C 1.885896 -3.651315 6.465762 -0.0797 0.0010 -0.1689
O 3.047935 -3.317275 6.611083 0.0185 -0.0351 0.0811
N 1.154024 -4.197340 7.493338 -0.0298 -0.0652 0.1443
N 1.214202 -3.516097 5.288965 0.2477 -0.0514 0.0542
H 0.197568 -4.480328 7.404193 0.0043 0.0218 -0.0374
H 1.617221 -4.310287 8.374624 0.0142 0.0204 -0.0218
H 1.710850 -3.118407 4.511164 -0.1337 0.0796 -0.0294
H 0.259558 -3.786610 5.158183 -0.0119 0.0773 -0.0108
C -4.685321 -1.402593 -1.113603 0.0691 0.1097 -0.0949
O -4.352715 -0.606486 -0.251295 -0.3491 -0.3913 0.2919
N -5.544690 -2.440437 -0.882423 -0.0059 -0.1313 0.1011
N -4.213157 -1.309398 -2.388349 0.0500 0.0707 -0.3114
H -5.828103 -3.092775 -1.590650 -0.0334 0.1003 -0.0801
H -5.911171 -2.534061 0.045743 0.0009 0.0374 -0.0164
H -3.578772 -0.554323 -2.585467 0.0586 -0.0489 0.0926
H -4.464665 -1.946541 -3.122156 -0.0759 -0.0300 0.0513
C -6.275313 -2.559065 -5.593202 0.0603 0.0480 -0.0503
O -6.762802 -2.944389 -4.542825 0.0994 -0.0484 0.0829
N -5.852329 -1.273536 -5.772904 -0.0104 0.0625 0.1194
N -6.106641 -3.386658 -6.667720 -0.0407 -0.0817 -0.0273
H -5.438238 -0.933584 -6.619767 0.0031 -0.0309 -0.0025
H -5.963393 -0.646031 -4.996440 -0.0007 0.0119 -0.0168
H -6.405060 -4.338244 -6.564011 0.0014 0.0157 0.0139
H -5.706042 -3.092997 -7.537863 0.0030 0.0312 0.0197
C 3.043556 -5.504912 0.070669 0.0972 0.0858 -0.0775
O 2.425829 -4.960149 0.963554 -0.1501 -0.0688 0.1327
N 4.389566 -5.735865 0.147544 0.0471 -0.0977 0.0700
N 2.444598 -5.925060 -1.087085 -0.0762 -0.1141 -0.0072
H 4.921104 -6.176351 -0.578026 -0.0211 0.0471 -0.0329
H 4.857683 -5.431825 0.980895 -0.0193 0.0511 -0.0182
H 1.459672 -5.761657 -1.176698 0.0208 0.0586 -0.0022
H 2.936009 -6.369438 -1.838186 0.0337 0.0528 0.0014



No. 3
17
Properties=species:S:1:pos:R:3:forces:R:3 method="wB97M-V/def2-TZVPD" e_above_lowest_kcal_mol=85.7 e_homo_ev=-8.23 total_charge=0 gap_ev=8.79
C 1.923174 -0.398794 0.502167 0.0601 -0.3986 0.9641
C -0.449292 -1.045481 -0.553078 2.5287 -0.4991 1.2543
C -0.086402 1.130251 0.204723 -2.6409 -1.4960 -2.1230
C 0.511070 -0.032518 0.220935 0.0932 -0.8452 -1.2989
N -1.263504 -1.832571 0.318460 -0.4865 0.2540 -0.5382
N 0.113968 2.438234 0.169672 0.1880 0.8122 0.7650
N -1.506638 0.485750 -0.735901 1.9968 -0.2572 0.6457
O 0.101081 -1.641095 -1.513268 -1.2520 1.1093 0.3514
H -1.508223 -1.426883 1.211166 0.2775 -0.3441 -0.0183
H -1.007418 -2.810378 0.276468 -0.1322 0.2585 0.2261
H -0.514139 3.013649 0.715003 0.4112 0.2095 -0.3826
H 0.702570 2.839164 -0.548899 -0.3558 0.0657 0.2165
H -1.492109 0.725002 -1.722662 -0.3217 0.1148 0.2271
H -2.378340 0.128713 -0.367088 -0.1928 0.6502 -0.0677
H 2.018703 -0.572540 1.579977 0.2114 0.0519 -0.0286
H 2.170738 -1.350080 0.021855 -0.1899 0.2344 -0.1508
H 2.664758 0.349579 0.220469 -0.1951 0.0798 -0.0421



no.,LUMO energy (hartree),E (a.u.)
1,0.0759,-1364.37010
2,0.0579,-2897.22257
3,0.0207,-397.21401